# 1
C7H9N2OS | the ωB97M-V functional and the def2-TZVPD basis

HOMO energy   -13.09 eV
2S+1   1
LUMO level   -6.632 eV
Kohn-Sham gap   6.45 eV
Net charge   +1

Element x y z (Å)
C: -1.5404 0.7533 1.0309
C: -2.3391 -0.3258 1.3237
C: -0.4706 0.5830 0.1513
C: -2.3739 -1.5311 0.5740
C: 0.8401 1.5382 0.1647
C: 3.0713 1.1107 -0.7338
C: 1.0315 -0.4047 -1.0682
N: -0.2841 -0.4553 -0.5560
N: 1.6728 0.7789 -0.5193
O: 1.0693 2.5268 0.7711
S: -3.7498 -2.4545 0.3977
H: -1.6342 1.7243 1.6483
H: -3.2344 -0.3112 2.0169
H: 3.5423 0.3897 -1.3032
H: 3.1226 2.1064 -1.1383
H: 3.6254 1.1522 0.2422
H: -1.5562 -1.9297 0.1755
H: 1.0504 -0.2120 -2.3041
H: 1.4607 -1.3817 -0.9037
H: -3.3039 -3.6576 0.0302

Atomic partial charges in e from the Löwdin method, atoms 1 to 4: 0.07 -0.10 -0.16 -0.41



# 2
C7H9N3 | the ωB97M-V functional and the def2-TZVPD basis

HOMO energy   -8.88 eV
2S+1   1
LUMO level   0.516 eV
Kohn-Sham gap   9.39 eV

Element x y z (Å)
C: -3.0795 -2.1562 -1.0136
C: 0.5119 -0.0418 0.1043
C: 0.5528 1.3804 0.0189
C: 1.5746 2.1358 0.7025
C: 2.6252 1.6309 1.4277
C: 2.4571 0.1947 1.5639
C: 1.3655 -0.6403 1.0243
H: -2.3342 -3.4104 -0.4626
H: -3.9591 -2.5127 -1.6255
H: -3.8202 -1.9253 -0.0747
H: -0.9873 -1.5108 -0.2150
H: -0.3330 1.9085 -0.2831
H: 1.0149 3.3973 0.9255
H: 3.3063 2.4325 2.0530
H: 3.1885 -0.3412 2.1482
H: 1.2375 -1.5243 1.4076
N: -2.5143 -0.7962 -1.7325
N: -1.4968 -0.1543 -1.5189
N: -0.7544 -0.6973 -0.5829

Atomic partial charges in e from the Löwdin method, atoms 1 to 4: -0.16 -0.13 -0.07 -0.16



# 3
C7H9N3 | the ωB97M-V functional and the def2-TZVPD basis

HOMO energy (spin up / spin down)   -8.16 / -9.10 eV
2S+1   1
LUMO level (spin up / spin down)   -1.374 / -0.214 eV
Kohn-Sham gap (spin up / spin down)   6.78 / 8.89 eV

Element x y z (Å)
C: 3.6982 -1.1991 0.4136
C: 2.4019 -0.8504 0.2419
C: -0.2895 -0.6778 -0.0452
C: -0.1020 0.6541 -0.0421
C: 1.2625 1.3157 -0.2140
C: -0.4956 -2.0937 -0.1749
C: -1.2816 1.5882 0.1248
N: 4.4474 -0.1774 0.0642
N: 3.6893 0.8615 -0.2494
N: 2.4111 0.4196 -0.0771
H: 4.0908 -2.1707 0.6461
H: 1.4368 2.0497 -1.0869
H: 1.2353 1.9413 0.6666
H: -1.5348 -2.3580 -0.0944
H: 0.1400 -2.5648 0.6242
H: -0.1545 -2.3614 -1.1332
H: -1.4425 2.1326 -0.7227
H: -1.2709 2.2452 0.9607
H: -1.9973 0.9741 0.3995

Atomic partial charges in e from the Löwdin method, atoms 1 to 4: -0.22 0.00 0.07 -0.25



Energy above the lowest of the compared OMol25 structures with the same formula, charge and spin? In order: 52.0, 198.1, 171.3 kcal/mol.
M? In order: 169.23, 135.17, 135.17 g mol⁻¹.
Total energy? In order: -23258.026, -11866.899, -11868.060 eV.